--- one ---
Density functional theory data (wB97M-V/def2-TZVPD) for a 2-piece molecular cluster, C12H17N overall.

Last columns: bonded neighbours and bond lengths (Å).
Geometry (Å):
1 C -0.98 -0.07 -3.21  C2 1.427, H11 1.072, H12 1.088, H13 1.095
2 C -0.17 0.81 -2.42  C1 1.427, C3 1.314, C10 1.482
3 C 0.00 2.09 -2.17  C2 1.314, N4 1.488, H14 1.100
4 N 1.14 2.39 -1.25  C3 1.488, C5 1.399, H15 1.013
5 C 1.41 1.13 -0.70  N4 1.399, C6 1.409, C10 1.465
6 C 2.00 0.74 0.52  C5 1.409, C7 1.406, H16 1.144
7 C 2.35 -0.61 0.69  C6 1.406, C8 1.377, H17 1.112
8 C 1.98 -1.56 -0.23  C7 1.377, C9 1.377, H18 1.016
9 C 1.10 -1.16 -1.22  C8 1.377, C10 1.340, H19 1.120
10 C 0.80 0.11 -1.55  C2 1.482, C5 1.465, C9 1.340
11 H -0.33 -0.80 -3.63  C1 1.072
12 H -1.44 0.49 -4.02  C1 1.088
13 H -1.68 -0.71 -2.68  C1 1.095
14 H -0.47 2.96 -2.64  C3 1.100
15 H 1.43 3.26 -0.84  N4 1.013
16 H 2.29 1.45 1.37  C6 1.144
17 H 2.93 -1.00 1.56  C7 1.112
18 H 2.51 -2.41 -0.33  C8 1.016
19 H 0.83 -1.92 -1.99  C9 1.120
20 C -1.59 0.57 1.50  C21 1.580, H23 1.108, H24 1.165, H25 1.116
21 C -1.78 -0.92 1.98  C20 1.580, C22 1.499, H26 1.120, H27 1.137
22 C -1.00 -1.12 3.24  C21 1.499, H28 1.159, H29 1.133, H30 1.120
23 H -0.94 0.50 0.60  C20 1.108
24 H -2.50 1.25 1.22  C20 1.165
25 H -1.15 1.10 2.37  C20 1.116
26 H -2.88 -1.08 2.00  C21 1.120
27 H -1.49 -1.73 1.23  C21 1.137
28 H -1.02 -2.26 3.44  C22 1.159
29 H 0.03 -0.78 2.93  C22 1.133
30 H -1.38 -0.71 4.22  C22 1.120

Calculated values
Multiplicity   1
Lowest unoccupied orbital energy   0.0351 Ha
SMILES string   Cc1c[nH]c2ccccc12.CCC
Frontier orbital gap   0.331 Ha
HOMO   -8.060 eV
Total charge   0

Löwdin atomic charge list, values in e, 8 entries: atom 1 (C): -0.059, atom 2 (C): -0.272, atom 3 (C): -0.030, atom 4 (N): 0.089, atom 5 (C): -0.218, atom 6 (C): -0.041, atom 7 (C): -0.113, atom 8 (C): -0.109

=====

--- two ---
Density functional theory data (wB97M-V/def2-TZVPD) for a 2-piece molecular cluster, C12H17N overall.

Last columns: bonded neighbours and bond lengths (Å).
Geometry (Å):
1 C -1.13 4.48 -0.74  C2 1.487, H11 1.093, H12 1.089, H13 1.104
2 C -1.05 3.06 -1.19  C1 1.487, C3 1.362, C10 1.435
3 C -0.30 2.58 -2.22  C2 1.362, N4 1.381, H14 1.077
4 N -0.37 1.20 -2.23  C3 1.381, C5 1.374, H15 1.006
5 C -1.08 0.78 -1.12  N4 1.374, C6 1.395, C10 1.414
6 C -1.25 -0.50 -0.59  C5 1.395, C7 1.382, H16 1.082
7 C -1.90 -0.57 0.63  C6 1.382, C8 1.404, H17 1.085
8 C -2.29 0.56 1.37  C7 1.404, C9 1.378, H18 1.081
9 C -2.18 1.80 0.79  C8 1.378, C10 1.404, H19 1.086
10 C -1.54 1.94 -0.45  C2 1.435, C5 1.414, C9 1.404
11 H -2.14 4.74 -0.43  C1 1.093
12 H -0.67 5.22 -1.39  C1 1.089
13 H -0.56 4.67 0.19  C1 1.104
14 H 0.29 3.12 -2.94  C3 1.077
15 H 0.12 0.54 -2.80  N4 1.006
16 H -0.93 -1.43 -1.02  C6 1.082
17 H -2.03 -1.57 1.03  C7 1.085
18 H -2.80 0.46 2.32  C8 1.081
19 H -2.69 2.69 1.15  C9 1.086
20 C 2.39 -2.71 -0.36  C21 1.539, H23 1.089, H24 1.092, H25 1.091
21 C 2.78 -2.81 1.12  C20 1.539, C22 1.547, H26 1.089, H27 1.089
22 C 1.72 -3.61 1.90  C21 1.547, H28 1.089, H29 1.093, H30 1.092
23 H 3.03 -2.05 -0.94  C20 1.089
24 H 1.35 -2.37 -0.36  C20 1.092
25 H 2.40 -3.70 -0.82  C20 1.091
26 H 3.78 -3.24 1.23  C21 1.089
27 H 2.77 -1.80 1.55  C21 1.089
28 H 1.09 -2.89 2.43  C22 1.089
29 H 1.06 -4.23 1.29  C22 1.093
30 H 2.15 -4.33 2.60  C22 1.092

Calculated values
Multiplicity   1
Lowest unoccupied orbital energy   0.0320 Ha
SMILES string   Cc1c[nH]c2ccccc12.CCC
Frontier orbital gap   0.318 Ha
HOMO   -7.793 eV
Total charge   0

Löwdin atomic charge list, values in e, 8 entries: atom 1 (C): -0.061, atom 2 (C): -0.240, atom 3 (C): -0.054, atom 4 (N): 0.070, atom 5 (C): -0.213, atom 6 (C): -0.031, atom 7 (C): -0.107, atom 8 (C): -0.095

=====

--- three ---
Density functional theory data (wB97M-V/def2-TZVPD) for a 2-piece molecular cluster, C12H17N overall.

Last columns: bonded neighbours and bond lengths (Å).
Geometry (Å):
1 C 2.57 1.57 -0.41  C2 1.502, H11 1.084, H12 1.089, H13 1.088
2 C 1.45 0.78 0.18  C1 1.502, C3 1.364, C10 1.446
3 C 1.50 -0.48 0.72  C2 1.364, N4 1.398, H14 1.080
4 N 0.33 -0.77 1.43  C3 1.398, C5 1.368, H15 1.007
5 C -0.58 0.22 1.18  N4 1.368, C6 1.384, C10 1.437
6 C -1.90 0.45 1.55  C5 1.384, C7 1.390, H16 1.077
7 C -2.57 1.61 1.16  C6 1.390, C8 1.390, H17 1.080
8 C -1.88 2.63 0.51  C7 1.390, C9 1.382, H18 1.083
9 C -0.53 2.48 0.27  C8 1.382, C10 1.397, H19 1.086
10 C 0.10 1.25 0.45  C2 1.446, C5 1.437, C9 1.397
11 H 3.01 2.21 0.35  C1 1.084
12 H 2.24 2.18 -1.25  C1 1.089
13 H 3.35 0.89 -0.75  C1 1.088
14 H 2.37 -1.10 0.82  C3 1.080
15 H 0.11 -1.75 1.40  N4 1.007
16 H -2.44 -0.26 2.15  C6 1.077
17 H -3.59 1.66 1.51  C7 1.080
18 H -2.31 3.62 0.47  C8 1.083
19 H 0.10 3.29 -0.07  C9 1.086
20 C 0.49 -2.15 -3.05  C21 1.569, H23 1.080, H24 1.088, H25 1.086
21 C -0.31 -2.39 -1.73  C20 1.569, C22 1.545, H26 1.094, H27 1.091
22 C 0.46 -3.28 -0.72  C21 1.545, H28 1.089, H29 1.081, H30 1.091
23 H 0.45 -1.08 -3.20  C20 1.080
24 H 0.02 -2.74 -3.84  C20 1.088
25 H 1.49 -2.50 -2.86  C20 1.086
26 H -0.41 -1.40 -1.28  C21 1.094
27 H -1.33 -2.78 -1.78  C21 1.091
28 H 0.36 -4.32 -1.04  C22 1.089
29 H 1.51 -3.03 -0.75  C22 1.081
30 H -0.01 -3.37 0.26  C22 1.091

Calculated values
Multiplicity   1
Lowest unoccupied orbital energy   0.0349 Ha
SMILES string   Cc1c[nH]c2ccccc12.CCC
Frontier orbital gap   0.326 Ha
HOMO   -7.935 eV
Total charge   0

Löwdin atomic charge list, values in e, 8 entries: atom 1 (C): -0.044, atom 2 (C): -0.222, atom 3 (C): -0.079, atom 4 (N): 0.077, atom 5 (C): -0.218, atom 6 (C): -0.035, atom 7 (C): -0.100, atom 8 (C): -0.102

=====

--- four ---
Density functional theory data (wB97M-V/def2-TZVPD) for a 2-piece molecular cluster, C12H17N overall.

Last columns: bonded neighbours and bond lengths (Å).
Geometry (Å):
1 C -2.61 0.01 -3.30  C2 1.546, H11 1.139, H12 1.122, H13 1.135
2 C -2.18 0.08 -1.81  C1 1.546, C3 1.373, C10 1.477
3 C -2.42 1.14 -0.97  C2 1.373, N4 1.377, H14 1.043
4 N -2.02 0.83 0.31  C3 1.377, C5 1.399, H15 1.030
5 C -1.32 -0.38 0.28  N4 1.399, C6 1.386, C10 1.416
6 C -0.70 -1.09 1.30  C5 1.386, C7 1.329, H16 1.095
7 C 0.05 -2.14 1.02  C6 1.329, C8 1.377, H17 1.021
8 C 0.24 -2.50 -0.29  C7 1.377, C9 1.445, H18 1.101
9 C -0.60 -2.02 -1.37  C8 1.445, C10 1.428, H19 1.121
10 C -1.41 -0.90 -1.03  C2 1.477, C5 1.416, C9 1.428
11 H -2.09 0.96 -3.65  C1 1.139
12 H -3.70 0.20 -3.46  C1 1.122
13 H -2.19 -0.82 -3.94  C1 1.135
14 H -3.04 1.94 -1.24  C3 1.043
15 H -2.25 1.46 1.09  N4 1.030
16 H -0.88 -0.77 2.34  C6 1.095
17 H 0.55 -2.82 1.60  C7 1.021
18 H 0.96 -3.30 -0.51  C8 1.101
19 H -0.43 -2.43 -2.40  C9 1.121
20 C 3.36 1.44 0.62  C21 1.511, H23 1.117, H24 1.181, H25 1.161
21 C 2.19 0.64 1.15  C20 1.511, C22 1.555, H26 1.032, H27 1.124
22 C 1.44 1.17 2.40  C21 1.555, H28 1.071, H29 1.118, H30 1.127
23 H 4.03 0.94 -0.11  C20 1.117
24 H 2.91 2.48 0.26  C20 1.181
25 H 3.96 1.46 1.62  C20 1.161
26 H 1.49 0.51 0.41  C21 1.032
27 H 2.74 -0.28 1.51  C21 1.124
28 H 0.37 1.18 2.37  C22 1.071
29 H 1.86 0.75 3.35  C22 1.118
30 H 1.70 2.27 2.47  C22 1.127

Calculated values
Multiplicity   1
Lowest unoccupied orbital energy   0.0311 Ha
SMILES string   Cc1c[nH]c2ccccc12.CCC
Frontier orbital gap   0.315 Ha
HOMO   -7.712 eV
Total charge   0

Löwdin atomic charge list, values in e, 8 entries: atom 1 (C): -0.057, atom 2 (C): -0.216, atom 3 (C): -0.083, atom 4 (N): 0.068, atom 5 (C): -0.214, atom 6 (C): -0.072, atom 7 (C): -0.133, atom 8 (C): -0.097

=====

two has the most favorable energy; the next structure is 0.264 eV above.

=====

--- one ---
Density functional theory data (wB97M-V/def2-TZVPD) for a 2-piece molecular cluster, C12H17N overall.

Last columns: bonded neighbours and bond lengths (Å).
Geometry (Å):
1 C 1.87 0.27 -2.15  C2 1.489, H11 1.086, H12 1.095, H13 1.093
2 C 1.30 0.82 -0.89  C1 1.489, C3 1.347, C10 1.474
3 C 1.99 1.45 0.08  C2 1.347, N4 1.373, H14 1.080
4 N 1.21 1.90 1.12  C3 1.373, C5 1.397, H15 1.000
5 C -0.13 1.65 0.80  N4 1.397, C6 1.382, C10 1.420
6 C -1.34 2.05 1.34  C5 1.382, C7 1.398, H16 1.082
7 C -2.48 1.57 0.68  C6 1.398, C8 1.388, H17 1.087
8 C -2.45 0.82 -0.49  C7 1.388, C9 1.403, H18 1.082
9 C -1.23 0.36 -1.00  C8 1.403, C10 1.391, H19 1.078
10 C -0.10 0.93 -0.43  C2 1.474, C5 1.420, C9 1.391
11 H 1.81 1.00 -2.95  C1 1.086
12 H 1.33 -0.64 -2.44  C1 1.095
13 H 2.93 0.00 -2.13  C1 1.093
14 H 3.05 1.33 0.26  C3 1.080
15 H 1.56 2.38 1.92  N4 1.000
16 H -1.32 2.51 2.32  C6 1.082
17 H -3.39 1.57 1.27  C7 1.087
18 H -3.43 0.60 -0.89  C8 1.082
19 H -1.07 -0.19 -1.91  C9 1.078
20 C 1.07 -3.31 -0.57  C21 1.529, H23 1.091, H24 1.095, H25 1.095
21 C -0.31 -3.15 0.05  C20 1.529, C22 1.531, H26 1.087, H27 1.088
22 C -0.17 -2.96 1.57  C21 1.531, H28 1.085, H29 1.095, H30 1.093
23 H 1.80 -2.52 -0.34  C20 1.091
24 H 1.00 -3.45 -1.66  C20 1.095
25 H 1.50 -4.25 -0.21  C20 1.095
26 H -0.78 -2.27 -0.39  C21 1.087
27 H -0.83 -4.07 -0.20  C21 1.088
28 H 0.33 -3.77 2.10  C22 1.085
29 H 0.42 -2.07 1.80  C22 1.095
30 H -1.15 -2.79 2.00  C22 1.093

Calculated values
Multiplicity   1
Lowest unoccupied orbital energy   0.0340 Ha
SMILES string   Cc1c[nH]c2ccccc12.CCC
Frontier orbital gap   0.321 Ha
HOMO   -7.810 eV
Total charge   0

Löwdin atomic charge list, values in e, 8 entries: atom 1 (C): -0.053, atom 2 (C): -0.222, atom 3 (C): -0.093, atom 4 (N): 0.076, atom 5 (C): -0.203, atom 6 (C): -0.025, atom 7 (C): -0.113, atom 8 (C): -0.095

=====

--- two ---
Density functional theory data (wB97M-V/def2-TZVPD) for a 2-piece molecular cluster, C12H17N overall.

Last columns: bonded neighbours and bond lengths (Å).
Geometry (Å):
1 C 0.55 -2.57 -1.94  C2 1.547, H12 1.090, H13 1.104, H14 1.088
2 C -0.37 -1.59 -1.18  C1 1.547, C3 1.513, H15 1.088, H16 1.087
3 C 0.40 -0.70 -0.23  C2 1.513, C4 1.358, C11 1.423
4 C 1.52 0.01 -0.57  C3 1.358, N5 1.396, H17 1.076
5 N 2.07 0.56 0.58  C4 1.396, C6 1.396, H18 0.999
6 C 1.23 0.27 1.66  N5 1.396, C7 1.397, C11 1.405
7 C 1.40 0.50 3.03  C6 1.397, C8 1.383, H19 1.083
8 C 0.43 -0.06 3.84  C7 1.383, C9 1.396, H20 1.082
9 C -0.53 -0.97 3.39  C8 1.396, C10 1.380, H21 1.082
10 C -0.67 -1.22 2.04  C9 1.380, C11 1.404, H22 1.081
11 C 0.19 -0.54 1.17  C3 1.423, C6 1.405, C10 1.404
12 H 0.66 -2.19 -2.96  C1 1.090
13 H 0.16 -3.59 -2.07  C1 1.104
14 H 1.45 -2.78 -1.37  C1 1.088
15 H -0.91 -1.04 -1.94  C2 1.088
16 H -1.10 -2.16 -0.61  C2 1.087
17 H 1.86 0.23 -1.56  C4 1.076
18 H 2.67 1.36 0.62  N5 0.999
19 H 2.10 1.14 3.54  C7 1.083
20 H 0.53 0.08 4.91  C8 1.082
21 H -1.22 -1.37 4.12  C9 1.082
22 H -1.36 -1.92 1.58  C10 1.081
23 C -1.45 1.58 -2.21  C24 1.508, H25 1.084, H26 1.086, H27 1.095
24 C -1.35 3.03 -1.83  C23 1.508, H28 1.089, H29 1.106, H30 1.096
25 H -0.68 1.32 -2.93  C23 1.084
26 H -1.39 0.88 -1.38  C23 1.086
27 H -2.38 1.31 -2.73  C23 1.095
28 H -2.26 3.60 -1.67  C24 1.089
29 H -0.90 3.23 -0.84  C24 1.106
30 H -0.66 3.62 -2.45  C24 1.096

Calculated values
Multiplicity   1
Lowest unoccupied orbital energy   0.0331 Ha
SMILES string   CCc1c[nH]c2ccccc12.CC
Frontier orbital gap   0.320 Ha
HOMO   -7.808 eV
Total charge   0

Löwdin atomic charge list, values in e, 8 entries: atom 1 (C): -0.096, atom 2 (C): -0.189, atom 3 (C): -0.218, atom 4 (C): -0.048, atom 5 (N): 0.080, atom 6 (C): -0.200, atom 7 (C): -0.020, atom 8 (C): -0.113

=====

--- three ---
Density functional theory data (wB97M-V/def2-TZVPD) for a 2-piece molecular cluster, C12H17N overall.

Last columns: bonded neighbours and bond lengths (Å).
Geometry (Å):
1 C 1.93 0.62 -1.46  C2 1.483, H11 1.164, H12 1.075, H13 1.006
2 C 1.68 -0.12 -0.19  C1 1.483, C3 1.318, C10 1.425
3 C 1.33 0.47 0.94  C2 1.318, N4 1.478, H14 1.160
4 N 0.48 -0.44 1.75  C3 1.478, C5 1.331, H15 1.005
5 C 0.46 -1.58 1.07  N4 1.331, C6 1.429, C10 1.471
6 C -0.21 -2.82 1.34  C5 1.429, C7 1.425, H16 1.145
7 C -0.13 -3.82 0.33  C6 1.425, C8 1.394, H17 1.107
8 C 0.51 -3.62 -0.90  C7 1.394, C9 1.406, H18 1.094
9 C 1.15 -2.40 -1.21  C8 1.406, C10 1.388, H19 1.053
10 C 1.17 -1.45 -0.21  C2 1.425, C5 1.471, C9 1.388
11 H 2.96 0.31 -1.89  C1 1.164
12 H 2.16 1.63 -1.19  C1 1.075
13 H 1.24 0.36 -2.15  C1 1.006
14 H 1.89 1.31 1.51  C3 1.160
15 H 0.07 -0.36 2.66  N4 1.005
16 H -0.94 -3.07 2.18  C6 1.145
17 H -0.87 -4.64 0.29  C7 1.107
18 H 0.74 -4.43 -1.59  C8 1.094
19 H 1.63 -2.45 -2.15  C9 1.053
20 C -2.35 1.85 -0.75  C21 1.545, H23 1.135, H24 1.116, H25 1.135
21 C -1.67 2.00 0.63  C20 1.545, C22 1.647, H26 1.101, H27 1.047
22 C -0.71 3.33 0.44  C21 1.647, H28 1.176, H29 1.060, H30 1.039
23 H -1.69 1.51 -1.61  C20 1.135
24 H -2.92 2.77 -1.02  C20 1.116
25 H -3.10 1.00 -0.66  C20 1.135
26 H -2.31 2.13 1.51  C21 1.101
27 H -1.17 1.14 0.93  C21 1.047
28 H -0.28 3.62 1.50  C22 1.176
29 H 0.21 3.12 -0.05  C22 1.060
30 H -1.29 4.03 -0.06  C22 1.039

Calculated values
Multiplicity   1
Lowest unoccupied orbital energy   0.0335 Ha
SMILES string   Cc1c[nH]c2ccccc12.CCC
Frontier orbital gap   0.330 Ha
HOMO   -8.067 eV
Total charge   0

Löwdin atomic charge list, values in e, 8 entries: atom 1 (C): -0.034, atom 2 (C): -0.280, atom 3 (C): -0.054, atom 4 (N): 0.075, atom 5 (C): -0.232, atom 6 (C): -0.016, atom 7 (C): -0.119, atom 8 (C): -0.121

=====

one has the most favorable energy; the next structure is 0.095 eV above.